Record 1
Density functional theory data (ωB97M-V/def2-TZVPD) for 9 unconnected molecules or ions with the total composition C51H112F9N6O9S in a non-equilibrium geometry.

Each line ends with the Löwdin charge.
Cartesian coordinates (Å):
C -18.71 -21.07 -3.78  0.038
N -18.30 -19.92 -4.69  -0.342
C -19.45 -19.44 -5.38  -0.017
C -17.59 -18.91 -3.82  0.039
C -17.29 -20.48 -5.65  -0.111
C -16.12 -21.20 -5.09  -0.258
O -15.11 -20.39 -4.59  -0.044
H -17.83 -21.35 -3.23  0.062
H -19.13 -21.88 -4.40  0.121
H -19.36 -20.72 -3.01  0.079
H -20.15 -18.98 -4.70  0.106
H -19.99 -20.20 -5.94  0.115
H -19.05 -18.68 -6.09  0.111
H -18.29 -18.43 -3.14  0.083
H -17.18 -18.12 -4.52  0.112
H -16.77 -19.40 -3.36  0.069
H -16.98 -19.55 -6.29  0.165
H -17.83 -21.09 -6.42  0.154
H -15.70 -21.81 -5.87  0.133
H -16.48 -21.86 -4.32  0.099
H -14.81 -20.76 -3.76  0.061
C -27.16 -22.20 -0.47  0.006
N -28.01 -21.07 0.05  -0.337
C -27.09 -20.12 0.77  -0.011
C -28.52 -20.32 -1.13  0.017
C -29.07 -21.44 1.03  -0.110
C -30.12 -22.46 0.50  -0.194
O -29.53 -23.75 0.50  -0.093
H -26.56 -22.70 0.27  0.110
H -26.50 -21.74 -1.21  0.066
H -27.81 -22.97 -0.86  0.094
H -26.23 -19.69 0.18  0.116
H -26.56 -20.70 1.59  0.127
H -27.72 -19.34 1.23  0.107
H -28.88 -19.34 -0.81  0.116
H -29.17 -20.94 -1.74  0.109
H -27.58 -20.04 -1.70  0.086
H -29.49 -20.50 1.29  0.119
H -28.66 -21.77 1.95  0.132
H -30.42 -22.18 -0.59  0.146
H -30.88 -22.44 1.30  0.136
H -30.06 -24.42 1.02  0.132
C -17.13 -19.77 3.45  -0.094
C -16.16 -18.76 2.88  -0.205
C -16.80 -18.12 1.58  -0.132
N -16.07 -16.99 0.96  -0.274
C -14.70 -17.48 0.67  0.026
C -16.07 -15.69 1.78  -0.056
C -15.68 -14.66 0.71  -0.167
C -16.39 -15.09 -0.55  -0.114
C -16.76 -16.62 -0.34  -0.045
H -17.43 -20.47 2.66  0.072
H -17.99 -19.38 3.97  0.073
H -16.56 -20.36 4.20  0.100
H -15.25 -19.25 2.69  0.088
H -16.02 -18.03 3.65  0.100
H -17.86 -17.74 1.87  0.165
H -16.95 -18.89 0.84  0.068
H -14.29 -16.86 -0.10  0.096
H -14.82 -18.47 0.22  0.083
H -14.00 -17.50 1.50  0.127
H -15.35 -15.77 2.57  0.128
H -17.10 -15.67 2.11  0.138
H -14.62 -14.75 0.60  0.109
H -15.96 -13.66 1.08  0.136
H -15.77 -14.87 -1.42  0.110
H -17.27 -14.46 -0.54  0.109
H -16.45 -17.31 -1.10  0.127
H -17.80 -16.71 -0.14  0.100
C -28.04 -13.74 2.20  -0.065
C -27.22 -12.68 1.36  -0.207
C -27.73 -11.33 1.85  -0.132
N -27.30 -10.14 1.00  -0.288
C -25.87 -10.14 0.75  0.004
C -27.63 -8.83 1.69  -0.092
C -27.60 -7.85 0.51  -0.136
C -27.95 -8.64 -0.77  -0.122
C -28.02 -10.10 -0.37  -0.055
H -28.00 -13.53 3.27  0.081
H -27.66 -14.72 2.05  0.050
H -29.12 -13.69 1.92  0.095
H -27.41 -12.72 0.28  0.111
H -26.18 -12.85 1.58  0.105
H -27.38 -11.20 2.86  0.139
H -28.78 -11.30 1.90  0.119
H -25.55 -9.23 0.22  0.125
H -25.62 -11.09 0.34  0.099
H -25.37 -10.05 1.70  0.120
H -27.03 -8.69 2.62  0.161
H -28.66 -8.85 2.04  0.135
H -26.58 -7.48 0.47  0.107
H -28.28 -7.00 0.67  0.134
H -27.22 -8.44 -1.57  0.127
H -28.92 -8.37 -1.12  0.112
H -27.38 -10.79 -0.89  0.122
H -29.04 -10.43 -0.22  0.145
C -21.51 -25.89 -4.02  -0.089
C -21.76 -24.35 -4.07  -0.209
C -23.24 -24.02 -4.41  -0.113
N -23.92 -23.02 -3.54  -0.281
C -23.27 -21.68 -3.61  0.017
C -24.04 -23.36 -2.12  -0.106
C -25.09 -24.49 -2.10  -0.085
C -26.00 -24.10 -3.34  -0.116
C -25.38 -22.87 -3.97  -0.087
H -22.34 -26.46 -3.50  0.082
H -20.61 -26.20 -3.42  0.095
H -21.49 -26.33 -5.02  0.075
H -21.07 -23.84 -4.75  0.104
H -21.51 -24.03 -3.10  0.075
H -23.85 -24.96 -4.40  0.135
H -23.33 -23.61 -5.43  0.144
H -23.46 -21.38 -4.62  0.091
H -22.13 -21.84 -3.54  0.120
H -23.76 -21.00 -2.95  0.054
H -24.37 -22.45 -1.68  0.097
H -23.11 -23.62 -1.59  0.148
H -25.55 -24.63 -1.17  0.086
H -24.60 -25.45 -2.26  0.112
H -27.05 -23.91 -3.23  0.104
H -25.98 -24.90 -4.06  0.104
H -25.67 -21.91 -3.46  0.110
H -25.40 -22.77 -5.05  0.142
C -15.02 -15.88 -8.94  -0.105
C -14.97 -15.59 -7.47  -0.216
C -16.15 -14.60 -7.24  -0.104
N -17.10 -14.87 -6.04  -0.228
C -16.39 -15.37 -4.85  -0.003
C -18.22 -15.77 -6.49  -0.146
C -19.22 -14.88 -7.16  -0.143
C -19.19 -13.54 -6.40  -0.095
C -17.82 -13.45 -5.74  -0.030
H -14.19 -16.51 -9.16  0.074
H -14.81 -15.06 -9.58  0.076
H -16.00 -16.30 -9.24  0.096
H -14.07 -15.05 -7.17  0.120
H -15.03 -16.52 -6.88  0.107
H -16.80 -14.56 -8.12  0.123
H -15.75 -13.58 -7.08  0.129
H -17.17 -15.60 -4.14  0.058
H -15.71 -14.56 -4.49  0.129
H -15.79 -16.19 -5.22  0.070
H -18.63 -16.28 -5.58  0.106
H -17.71 -16.59 -7.00  0.131
H -20.15 -15.45 -7.21  0.122
H -18.96 -14.92 -8.20  0.104
H -19.91 -13.58 -5.55  0.124
H -19.38 -12.75 -7.08  0.105
H -17.77 -13.22 -4.68  0.128
H -17.18 -12.73 -6.21  0.102
C -25.39 -19.24 -2.70  -0.426
O -26.28 -18.34 -1.95  -0.156
O -25.35 -20.45 -2.17  -0.228
C -26.07 -19.19 -4.11  -0.543
F -25.94 -17.93 -4.70  0.095
F -25.37 -19.98 -4.97  0.114
F -27.33 -19.46 -4.10  0.200
C -25.75 -17.05 -1.69  -0.285
C -26.80 -16.32 -0.92  -0.066
H -26.34 -15.46 -0.48  0.064
H -27.65 -16.09 -1.52  0.070
H -27.11 -17.03 -0.17  0.068
H -25.35 -16.59 -2.62  0.122
H -24.84 -17.07 -1.01  0.131
H -24.42 -18.67 -2.80  0.151
C -19.97 -16.27 -2.68  -0.487
O -20.33 -17.69 -2.48  -0.129
O -18.98 -16.04 -3.48  -0.154
C -21.26 -15.62 -3.21  -0.500
F -21.18 -14.27 -3.12  0.104
F -21.44 -15.74 -4.56  0.102
F -22.40 -15.98 -2.55  0.109
C -20.31 -18.14 -1.19  -0.329
C -21.41 -19.19 -1.12  -0.056
H -21.75 -19.53 -0.12  0.087
H -22.31 -18.77 -1.57  0.056
H -21.14 -20.02 -1.84  0.069
H -20.52 -17.39 -0.41  0.125
H -19.37 -18.65 -0.97  0.092
H -19.88 -15.83 -1.69  0.131
C -16.86 -22.58 -0.23  -0.684
F -17.13 -22.62 1.05  0.173
F -16.05 -23.55 -0.69  0.130
F -17.99 -22.82 -0.89  0.119
S -16.16 -20.96 -0.78  0.518
O -17.36 -20.10 -0.79  -0.349
O -15.18 -20.55 0.18  -0.284
O -15.64 -21.32 -2.09  -0.305

Its net charge is +3. The HOMO energy is -13.01 eV. The calculation puts the HOMO-LUMO gap at 8.38 eV.


Record 2
Density functional theory data (ωB97M-V/def2-TZVPD) for 10 unconnected molecules or ions with the total composition C51H114F3O37P7 in a non-equilibrium geometry.

Each line ends with the Löwdin charge.
Cartesian coordinates (Å):
O -0.08 4.95 1.22  0.212
C 0.38 5.28 0.20  -0.561
O 1.64 5.72 0.02  0.072
C 1.92 5.80 -1.41  -0.040
C 0.51 5.86 -1.98  -0.303
F 0.40 5.20 -3.18  0.045
O -0.28 5.24 -1.00  0.121
H 2.55 6.68 -1.52  0.135
H 2.45 4.88 -1.70  0.110
H 0.22 6.89 -2.20  0.170
O 2.38 -1.60 -6.57  0.162
C 1.22 -1.41 -6.58  -0.565
O 0.61 -0.28 -6.96  0.087
C -0.75 -0.32 -6.50  -0.064
C -1.03 -1.81 -6.37  -0.290
F -1.46 -2.35 -7.54  0.076
O 0.29 -2.32 -6.16  0.112
H -0.79 0.19 -5.54  0.124
H -1.46 0.17 -7.15  0.127
H -1.63 -2.08 -5.51  0.164
O -1.82 0.37 -1.98  0.150
C -0.66 0.50 -1.84  -0.558
O 0.30 0.00 -2.66  0.090
C 1.55 0.23 -2.04  -0.080
C 1.30 1.34 -1.05  -0.252
F 1.42 2.61 -1.59  0.057
O -0.09 1.19 -0.82  0.117
H 1.93 -0.66 -1.54  0.116
H 2.35 0.52 -2.73  0.111
H 1.95 1.28 -0.19  0.155
C -5.92 1.66 -2.46  -0.068
C -4.98 0.79 -3.24  -0.237
O -5.09 1.21 -4.61  -0.196
P -4.04 1.02 -5.77  0.340
O -3.88 -0.38 -6.12  -0.200
O -4.61 1.96 -6.88  -0.154
C -5.96 2.44 -6.93  -0.260
C -6.50 2.30 -8.34  -0.069
O -2.69 1.68 -5.29  -0.167
C -2.66 3.03 -4.86  -0.246
C -2.04 3.26 -3.49  -0.059
H -5.50 2.63 -2.20  0.075
H -6.87 1.82 -2.97  0.081
H -6.24 1.15 -1.54  0.063
H -3.95 0.83 -2.86  0.086
H -5.30 -0.26 -3.13  0.127
H -6.60 1.89 -6.24  0.112
H -6.00 3.47 -6.59  0.120
H -6.66 1.25 -8.60  0.082
H -7.44 2.85 -8.41  0.079
H -5.79 2.68 -9.07  0.080
H -2.05 3.64 -5.54  0.127
H -3.64 3.52 -4.88  0.116
H -0.98 2.97 -3.48  0.076
H -2.01 4.35 -3.34  0.076
H -2.52 2.82 -2.62  0.064
C 6.06 -4.01 -1.01  -0.062
C 5.10 -2.83 -1.12  -0.230
O 5.55 -1.73 -0.29  -0.175
P 5.63 -0.26 -0.88  0.353
O 4.62 0.15 -1.87  -0.203
O 7.11 -0.08 -1.37  -0.153
C 7.50 -0.27 -2.75  -0.255
C 8.40 -1.48 -2.88  -0.060
O 5.62 0.57 0.45  -0.180
C 4.50 0.48 1.37  -0.242
C 4.86 -0.34 2.58  -0.053
H 5.85 -4.50 -0.06  0.069
H 5.90 -4.68 -1.84  0.082
H 7.11 -3.72 -0.99  0.069
H 5.07 -2.46 -2.15  0.115
H 4.13 -3.13 -0.74  0.092
H 6.63 -0.24 -3.40  0.093
H 8.13 0.58 -3.03  0.109
H 9.19 -1.41 -2.14  0.084
H 7.85 -2.40 -2.67  0.054
H 8.79 -1.56 -3.89  0.081
H 4.28 1.52 1.65  0.118
H 3.64 0.05 0.85  0.101
H 4.12 -0.19 3.36  0.057
H 4.91 -1.40 2.35  0.062
H 5.84 -0.02 2.95  0.090
C -0.15 -4.58 -2.27  -0.072
C 1.28 -4.05 -2.29  -0.224
O 1.91 -3.86 -1.02  -0.184
P 1.09 -3.32 0.21  0.339
O 0.46 -2.03 -0.09  -0.193
O 0.09 -4.52 0.43  -0.198
C -1.13 -4.36 1.16  -0.263
C -2.02 -5.56 1.08  -0.045
O 2.07 -3.34 1.42  -0.156
C 2.62 -4.63 1.84  -0.226
C 3.79 -4.43 2.76  -0.057
H -0.48 -4.74 -3.29  0.082
H -0.27 -5.50 -1.70  0.077
H -0.83 -3.80 -1.90  0.076
H 1.91 -4.72 -2.88  0.123
H 1.28 -3.11 -2.83  0.114
H -0.97 -4.00 2.18  0.117
H -1.61 -3.49 0.70  0.091
H -2.29 -5.71 0.03  0.084
H -1.52 -6.45 1.45  0.084
H -2.97 -5.31 1.54  0.068
H 1.79 -5.11 2.38  0.103
H 2.83 -5.23 0.96  0.118
H 4.56 -3.76 2.38  0.069
H 3.57 -4.02 3.74  0.073
H 4.30 -5.39 2.92  0.086
C -4.33 -0.37 0.08  -0.062
C -3.46 -1.58 0.36  -0.243
O -4.11 -2.68 1.04  -0.157
P -4.42 -2.51 2.58  0.380
O -3.32 -2.03 3.43  -0.214
O -5.64 -1.49 2.62  -0.166
C -5.65 -0.39 3.54  -0.271
C -6.72 -0.61 4.59  -0.063
O -4.98 -3.93 2.97  -0.167
C -5.22 -4.17 4.37  -0.239
C -4.06 -4.96 4.97  -0.064
H -3.74 0.33 -0.52  0.056
H -5.28 -0.58 -0.40  0.082
H -4.44 0.16 1.02  0.064
H -2.96 -1.99 -0.51  0.117
H -2.58 -1.19 0.90  0.115
H -4.71 -0.20 4.06  0.083
H -5.94 0.46 2.93  0.114
H -6.53 -1.53 5.15  0.061
H -6.74 0.15 5.37  0.079
H -7.69 -0.62 4.09  0.081
H -5.31 -3.26 4.96  0.095
H -6.14 -4.75 4.43  0.122
H -4.38 -5.38 5.93  0.081
H -3.78 -5.80 4.34  0.078
H -3.23 -4.28 5.17  0.054
C 1.00 0.00 2.97  -0.049
C -0.07 -0.89 3.59  -0.222
O 0.20 -1.06 4.99  -0.179
P 1.44 -1.82 5.56  0.364
O 2.78 -1.35 5.23  -0.208
O 1.08 -1.72 7.10  -0.176
C 2.04 -2.16 8.06  -0.257
C 1.41 -3.13 9.05  -0.059
O 1.17 -3.34 5.18  -0.168
C -0.03 -3.99 5.59  -0.271
C 0.07 -5.49 5.29  -0.041
H 1.03 0.96 3.48  0.093
H 1.96 -0.51 3.03  0.046
H 0.78 0.11 1.90  0.069
H -1.03 -0.37 3.53  0.104
H -0.21 -1.83 3.05  0.105
H 2.86 -2.68 7.54  0.111
H 2.50 -1.31 8.55  0.123
H 0.96 -2.54 9.84  0.078
H 0.74 -3.82 8.55  0.060
H 2.18 -3.79 9.47  0.080
H -0.20 -3.87 6.66  0.097
H -0.95 -3.53 5.20  0.102
H 0.56 -5.97 6.14  0.076
H -0.95 -5.87 5.21  0.068
H 0.64 -5.69 4.39  0.063
C 5.72 5.04 -0.78  -0.055
C 5.38 3.58 -0.94  -0.232
O 4.58 3.36 -2.14  -0.191
P 5.24 3.27 -3.56  0.350
O 6.43 2.43 -3.64  -0.193
O 5.52 4.75 -4.05  -0.180
C 4.43 5.69 -4.20  -0.251
C 4.04 5.83 -5.64  -0.056
O 3.96 2.81 -4.36  -0.183
C 4.12 2.11 -5.62  -0.235
C 3.96 0.62 -5.38  -0.057
H 6.36 5.16 0.10  0.087
H 6.27 5.45 -1.62  0.076
H 4.80 5.61 -0.66  0.067
H 6.26 2.94 -1.02  0.113
H 4.82 3.17 -0.10  0.109
H 3.60 5.34 -3.58  0.088
H 4.79 6.61 -3.74  0.122
H 4.82 6.15 -6.33  0.084
H 3.64 4.87 -5.97  0.065
H 3.23 6.56 -5.71  0.083
H 3.33 2.48 -6.27  0.114
H 5.10 2.30 -6.06  0.120
H 4.79 0.25 -4.77  0.065
H 3.06 0.50 -4.78  0.066
H 3.94 0.00 -6.27  0.069
C -5.70 4.92 4.10  -0.074
C -4.97 3.61 4.28  -0.274
O -3.55 3.87 4.31  -0.164
P -2.52 2.67 4.18  0.337
O -1.15 3.10 4.33  -0.195
O -3.06 1.57 5.16  -0.179
C -2.30 0.83 6.14  -0.217
C -2.88 -0.54 6.43  -0.053
O -2.93 2.01 2.82  -0.186
C -2.34 2.38 1.57  -0.242
C -3.32 3.24 0.77  -0.043
H -6.77 4.73 4.01  0.079
H -5.52 5.63 4.90  0.079
H -5.35 5.45 3.21  0.075
H -5.30 3.10 5.19  0.117
H -5.19 2.93 3.45  0.103
H -1.34 0.65 5.64  0.092
H -2.11 1.40 7.04  0.125
H -2.48 -1.34 5.81  0.050
H -2.86 -0.82 7.49  0.077
H -3.94 -0.56 6.12  0.065
H -1.45 3.00 1.66  0.095
H -2.02 1.47 1.07  0.103
H -3.75 4.01 1.42  0.075
H -2.85 3.77 -0.05  0.070
H -4.16 2.63 0.41  0.062

Its net charge is 0. Its structure (SMILES) is O=C1OC[C@@H](F)O1.O=C1OC[C@@H](F)O1.O=C1OC[C@@H](F)O1.CCOP(=O)(OCC)OCC.CCOP(=O)(OCC)OCC.CCOP(=O)(OCC)OCC.CCOP(=O)(OCC)OCC.CCOP(=O)(OCC)OCC.CCOP(=O)(OCC)OCC.CCOP(=O)(OCC)OCC. The HOMO energy is -10.19 eV. The calculation puts the HOMO-LUMO gap at 10.66 eV.


For each record above, in turn, the calculated energy relative to the best compared isomer or geometry (same formula, charge and spin) values are 0.00, 0.00 kcal per mole.